No. 1
Density functional theory data (ωB97M-V with the def2-TZVPD basis set) for C5H9OPS in the gas phase in a non-equilibrium geometry.

Atoms and positions in Å:
C -1.593 -0.518 1.356
C -0.453 -1.222 1.277
C -1.594 0.804 0.727
C -0.054 1.257 0.530
C 1.366 -0.326 -2.121
O 0.527 -0.812 -1.107
P 0.787 -0.362 0.407
S 2.745 -0.704 0.637
H -2.445 -0.930 1.872
H -0.389 -2.188 1.903
H -2.122 0.631 -0.261
H -2.122 1.535 1.291
H 0.120 1.671 -0.455
H 0.457 1.906 1.165
H 1.236 0.692 -2.632
H 1.175 -1.088 -2.845
H 2.360 -0.347 -1.745

* F_max: 3.568 eV/A
* Kohn-Sham gap: 0.3374 Ha
* energy: -27502.034 eV
* E_LUMO: 0.69 eV
* HOMO: -8.4922 eV
* SMILES: CO[P@]1(=S)C=CCC1
* total charge: 0

Here are the Mulliken charges for atoms 1 to 6, given in e: -0.312, -0.262, -0.611, -0.709, -0.748, -0.336

No. 2
Density functional theory data (ωB97M-V with the def2-TZVPD basis set) for a molecular structure, C28H79BHgO10 in a non-equilibrium geometry.

Atoms and positions in Å:
Hg -1.018 0.785 2.948
B -1.389 3.116 2.660
H -0.341 2.750 2.138
H -2.345 2.584 2.120
H -1.390 2.906 3.874
H -1.450 4.299 2.492
C 0.035 0.382 -0.068
O -0.252 -0.250 1.134
H -0.294 1.436 -0.096
H 1.081 0.306 -0.399
H -0.578 -0.038 -0.895
C 2.696 -2.339 1.638
C 1.519 -3.216 1.270
C 1.697 -4.645 1.729
O 0.277 -2.743 1.773
H 2.879 -2.331 2.719
H 2.620 -1.294 1.327
H 3.608 -2.701 1.152
H 1.486 -3.214 0.168
H 0.792 -5.213 1.514
H 1.864 -4.695 2.810
H 2.561 -5.103 1.249
H 0.089 -1.846 1.373
C 3.056 1.931 2.471
C 2.445 0.944 3.473
C 3.300 0.716 4.699
O 1.132 1.397 3.868
H 2.797 1.582 1.467
H 4.143 1.932 2.520
H 2.615 2.921 2.573
H 2.234 0.006 2.960
H 2.725 0.228 5.484
H 3.683 1.672 5.068
H 4.180 0.119 4.449
H 1.160 2.316 4.157
C -5.266 -1.175 3.292
C -3.850 -1.143 2.741
C -3.773 -1.510 1.266
O -3.324 0.206 2.877
H -5.833 -0.279 3.031
H -5.241 -1.232 4.382
H -5.813 -2.046 2.934
H -3.183 -1.782 3.314
H -4.108 -2.551 1.193
H -2.741 -1.528 0.915
H -4.367 -0.827 0.659
H -4.028 0.818 2.639
C -3.528 -2.652 -2.672
C -2.317 -2.010 -2.028
C -1.535 -2.948 -1.129
O -1.406 -1.602 -3.073
H -3.180 -3.418 -3.366
H -4.164 -1.912 -3.153
H -4.130 -3.138 -1.901
H -2.660 -1.112 -1.499
H -0.665 -2.422 -0.732
H -1.096 -3.752 -1.729
H -2.158 -3.425 -0.373
H -0.756 -1.041 -2.638
C 2.704 -1.397 -2.532
C 3.461 -2.682 -2.390
C 3.070 -3.770 -3.363
O 4.862 -2.325 -2.577
H 1.618 -1.516 -2.418
H 2.843 -1.011 -3.542
H 2.927 -0.682 -1.740
H 3.448 -3.023 -1.347
H 3.197 -3.422 -4.389
H 2.008 -4.011 -3.251
H 3.636 -4.688 -3.205
H 5.383 -3.122 -2.440
C -2.509 1.623 -5.788
C -3.076 1.376 -4.400
C -2.042 1.590 -3.324
O -4.197 2.238 -4.189
H -3.300 1.568 -6.533
H -1.749 0.888 -6.072
H -2.006 2.596 -5.814
H -3.443 0.349 -4.361
H -2.441 1.365 -2.333
H -1.738 2.641 -3.253
H -1.159 0.983 -3.519
H -3.853 3.132 -4.099
C -1.427 -2.660 5.665
C -0.273 -1.794 5.206
C 1.033 -2.572 5.123
O -0.577 -1.302 3.862
H -2.379 -2.152 5.495
H -1.377 -2.822 6.745
H -1.449 -3.615 5.141
H -0.157 -0.893 5.807
H 1.830 -1.931 4.751
H 0.890 -3.456 4.501
H 1.304 -2.897 6.131
H -0.227 -1.934 3.211
C -0.688 4.627 -0.678
C 0.734 4.833 -0.182
C 1.443 5.861 -1.027
O 0.736 5.321 1.163
H -1.188 5.591 -0.760
H -1.226 3.998 0.033
H -0.688 4.116 -1.642
H 1.283 3.881 -0.185
H 2.350 6.251 -0.559
H 0.789 6.727 -1.149
H 1.741 5.449 -1.991
H 0.307 4.657 1.718
C 1.682 2.546 -3.028
C 2.193 2.326 -4.435
C 1.368 1.287 -5.176
O 2.160 3.577 -5.132
H 2.386 3.109 -2.415
H 1.592 1.575 -2.536
H 0.733 3.076 -3.081
H 3.223 1.946 -4.382
H 1.287 0.373 -4.579
H 1.804 0.977 -6.128
H 0.340 1.626 -5.316
H 2.310 3.379 -6.061

* F_max: 1.590 eV/A
* Kohn-Sham gap: 0.3376 Ha
* energy: -55640.873 eV
* E_LUMO: 0.15 eV
* HOMO: -9.0419 eV
* total charge: 0

Here are the Mulliken charges for atoms 1 to 6, given in e: 2.109, 1.164, -0.443, -0.377, -0.271, -0.153

No. 3
Density functional theory data (ωB97M-V with the def2-TZVPD basis set) for 3 unconnected molecules or ions with the total composition C22H43I2N3O4.

Atoms and positions in Å:
C 0.670 -3.256 0.119
C 1.820 -2.433 0.728
I 3.637 -2.932 -0.280
C 1.520 -0.908 0.842
I 3.247 0.378 0.659
N 0.540 -0.412 -0.079
C -0.760 -0.234 0.311
O -1.126 -0.058 1.441
O -1.591 -0.161 -0.786
H 0.482 -4.133 0.736
H -0.260 -2.688 0.085
H 0.877 -3.614 -0.886
H 2.004 -2.791 1.735
H 1.180 -0.690 1.848
H 0.636 -0.703 -1.043
H -2.213 -0.893 -0.764
C -2.309 -3.941 -5.477
C -1.557 -3.685 -4.159
C -1.747 -2.241 -3.677
C -0.965 -1.201 -4.473
C 0.511 -1.576 -4.569
C 0.737 -2.985 -5.131
N -0.081 -3.937 -4.302
O 0.486 -4.271 -3.210
C 0.374 -3.045 -6.616
C 2.201 -3.380 -4.995
C -2.097 -4.653 -3.110
H -1.760 -4.628 -6.119
H -3.273 -4.396 -5.257
H -2.501 -3.027 -6.038
H -1.429 -2.187 -2.631
H -2.817 -2.017 -3.699
H -1.395 -1.076 -5.471
H -1.061 -0.233 -3.978
H 1.054 -0.865 -5.196
H 0.962 -1.531 -3.572
H 0.441 -4.069 -6.987
H 1.096 -2.437 -7.162
H -0.615 -2.661 -6.844
H 2.534 -3.283 -3.965
H 2.807 -2.721 -5.619
H 2.371 -4.409 -5.315
H -1.904 -5.686 -3.399
H -3.176 -4.505 -3.036
H -1.648 -4.484 -2.135
C -1.342 4.445 3.069
C -0.142 3.513 3.319
C -0.543 2.314 4.192
C -0.753 2.658 5.663
C 0.452 3.400 6.235
C 0.822 4.651 5.429
N 0.990 4.237 3.994
O 2.139 3.744 3.742
C -0.238 5.740 5.597
C 2.149 5.225 5.913
C 0.357 3.012 1.970
H -1.031 5.488 3.025
H -1.792 4.194 2.110
H -2.118 4.350 3.827
H 0.244 1.557 4.112
H -1.445 1.873 3.760
H -1.665 3.248 5.797
H -0.907 1.735 6.224
H 0.268 3.702 7.270
H 1.316 2.729 6.243
H -0.022 6.589 4.947
H -0.206 6.087 6.631
H -1.250 5.404 5.398
H 2.939 4.480 5.893
H 2.020 5.578 6.938
H 2.455 6.065 5.290
H 0.718 3.833 1.348
H -0.477 2.525 1.461
H 1.160 2.288 2.079

* multiplicity: 3
* F_max: 0.775 eV/A
* Kohn-Sham gap (spin up / spin down): 0.2893 / 0.3199 Ha
* energy: -52370.518 eV
* E_LUMO (spin up / spin down): 0.13 / 0.12 eV
* <S²>: 2.008
* HOMO (spin up / spin down): -7.7438 / -8.5881 eV
* total charge: 0

Here are the Mulliken charges for atoms 1 to 6, given in e: -0.792, -0.328, 0.065, -0.935, 0.063, 0.326